[1]
Computed, not measured: C16H19N3O4S in the gas phase at a distorted geometry, with the ωB97M-V functional and the def2-TZVPD basis.

Last column: Löwdin charge in e.
Geometry (Å):
C1 0.931 -1.403 5.940  -0.083
C2 1.849 -1.704 4.761  -0.224
N1 1.089 -2.092 3.595  0.083
C3 1.095 -1.384 2.464  -0.502
O1 1.751 -0.391 2.246  0.064
N2 0.252 -1.887 1.434  0.204
C4 -0.492 -3.015 1.435  -0.419
O2 -0.613 -3.770 2.380  0.070
C5 -1.209 -3.320 0.127  -0.055
O3 -0.849 -2.436 -0.921  0.000
C6 -1.842 -1.983 -1.712  -0.480
O4 -2.996 -2.272 -1.556  0.126
C7 -1.292 -1.096 -2.801  -0.087
C8 -2.281 0.014 -3.151  -0.177
C9 -2.455 0.999 -1.985  -0.182
C10 -1.180 1.696 -1.685  -0.582
N3 -0.317 1.316 -0.825  0.111
C11 0.785 2.126 -0.792  -0.300
C12 1.885 1.981 0.048  -0.003
C13 2.916 2.891 -0.055  -0.079
C14 2.873 3.936 -0.975  -0.092
C15 1.789 4.100 -1.815  -0.101
C16 0.749 3.193 -1.718  -0.472
S1 -0.738 3.137 -2.616  1.078
H1 1.521 -1.126 6.808  0.070
H2 0.334 -2.278 6.189  0.071
H3 0.261 -0.583 5.696  0.076
H4 2.539 -2.514 5.021  0.118
H5 2.428 -0.820 4.488  0.114
H6 0.486 -2.907 3.648  0.117
H7 0.266 -1.327 0.588  0.144
H8 -0.960 -4.348 -0.161  0.151
H9 -2.293 -3.271 0.295  0.141
H10 -0.335 -0.691 -2.474  0.115
H11 -1.118 -1.727 -3.676  0.135
H12 -3.250 -0.433 -3.377  0.117
H13 -1.929 0.553 -4.033  0.112
H14 -3.216 1.735 -2.250  0.113
H15 -2.782 0.456 -1.097  0.122
H16 1.911 1.177 0.767  0.078
H17 3.774 2.791 0.593  0.103
H18 3.696 4.633 -1.031  0.101
H19 1.746 4.911 -2.526  0.104

Properties
SMILES string: CCNC(=O)NC(=O)COC(=O)CCCc1nc2ccccc2s1
Spin multiplicity: 1
LUMO energy, eV: 0.656
Total energy, eV: -40398.5303
HOMO level, eV: -8.75
Energy above the lowest of the compared OMol25 structures with the same formula, charge and spin, kcal per mole: 0.0
HOMO-LUMO gap, eV: 9.41

---

[2]
Computed, not measured: a molecular structure, C41H35CoN3O2P, with the ωB97M-V functional and the def2-TZVPD basis.

Last column: Mulliken spin population.
Geometry (Å):
Co1 0.998 0.920 0.382  2.997
O1 -2.965 1.128 7.734  0.000
C1 -3.201 1.039 6.414  0.000
O2 -4.311 0.904 5.996  0.000
C2 -2.016 1.097 5.481  0.001
C3 -0.713 0.784 5.849  0.001
C4 0.310 0.806 4.912  0.001
C5 0.036 1.164 3.599  -0.023
C6 -1.268 1.449 3.225  0.013
C7 -2.286 1.418 4.158  0.001
N1 1.076 1.154 2.595  0.026
C8 2.267 1.377 2.975  0.003
C9 3.396 1.227 2.043  0.013
C10 4.695 1.310 2.489  0.000
C11 5.726 1.083 1.581  0.003
C12 5.403 0.787 0.273  0.002
C13 4.065 0.745 -0.100  0.013
N2 3.077 0.962 0.765  0.070
H1 -2.047 1.353 7.925  0.000
H2 -0.475 0.462 6.856  0.000
H3 1.299 0.483 5.215  0.000
H4 -1.505 1.668 2.201  0.002
H5 -3.310 1.621 3.873  0.000
H6 2.497 1.647 4.004  0.008
H7 4.897 1.539 3.527  0.000
H8 6.759 1.133 1.898  0.000
H9 6.168 0.596 -0.467  0.000
H10 3.776 0.528 -1.118  0.002
C14 -0.446 -1.903 2.946  0.024
C15 -0.957 -2.838 1.887  -0.023
C16 -1.449 -4.080 2.283  0.002
C17 -1.948 -4.989 1.368  0.003
C18 -1.951 -4.680 0.015  0.000
C19 -1.463 -3.457 -0.403  0.009
C20 -0.976 -2.524 0.523  0.054
P1 -0.517 -0.902 -0.162  0.042
C21 0.052 -1.324 -1.843  -0.044
C22 1.282 -1.987 -1.807  -0.003
C23 1.913 -2.402 -2.967  0.002
C24 1.306 -2.144 -4.188  0.005
C25 0.087 -1.487 -4.227  0.002
C26 -0.571 -1.067 -3.070  0.003
C27 -1.901 -0.371 -3.218  -0.001
C28 -2.015 0.129 -0.139  -0.057
C29 -3.277 -0.462 -0.085  0.003
C30 -4.421 0.317 -0.055  0.005
C31 -4.311 1.700 -0.078  0.010
C32 -3.062 2.299 -0.104  0.056
C33 -1.901 1.526 -0.131  -0.009
C34 -0.609 2.305 -0.102  0.695
H11 0.026 -2.463 3.753  -0.001
H12 -1.258 -1.316 3.383  -0.002
H13 0.293 -1.212 2.546  0.011
H14 -1.431 -4.335 3.336  0.000
H15 -2.327 -5.945 1.708  0.000
H16 -2.324 -5.389 -0.712  0.001
H17 -1.454 -3.232 -1.462  0.002
H18 1.748 -2.204 -0.848  -0.009
H19 2.853 -2.935 -2.918  0.000
H20 1.776 -2.464 -5.110  0.000
H21 -0.382 -1.295 -5.186  0.000
H22 -2.146 -0.258 -4.273  0.000
H23 -1.907 0.621 -2.761  -0.001
H24 -2.710 -0.936 -2.752  0.000
H25 -3.364 -1.541 -0.057  0.001
H26 -5.395 -0.153 -0.007  0.000
H27 -5.199 2.318 -0.055  0.003
H28 -2.985 3.380 -0.088  0.007
H29 -0.548 3.043 0.700  0.025
H30 -0.295 2.737 -1.047  0.014
N3 1.535 1.263 -1.698  0.020
C35 1.592 1.400 -2.837  0.026
C36 1.652 1.560 -4.262  -0.010
C37 2.795 1.157 -4.951  0.002
C38 2.828 1.294 -6.327  0.000
C39 1.731 1.823 -6.998  0.001
C40 0.597 2.228 -6.303  0.000
C41 0.551 2.099 -4.927  0.002
H31 3.638 0.739 -4.417  0.000
H32 3.707 0.989 -6.877  0.000
H33 1.763 1.924 -8.075  0.000
H34 -0.246 2.646 -6.834  0.000
H35 -0.325 2.411 -4.370  0.000

Properties
Net charge: +2
Spin multiplicity: 5
LUMO energy (spin up / spin down), eV: -6.456 / -7.715
Total energy, eV: -98552.2385
HOMO level (spin up / spin down), eV: -13.68 / -13.89
HOMO-LUMO gap (spin up / spin down), eV: 7.22 / 6.17

---

[3]
Computed, not measured: a molecular structure, C3H7INS at a distorted geometry, with the ωB97M-V functional and the def2-TZVPD basis.

Last column: Löwdin charge in e.
Geometry (Å):
C1 -0.897 -0.579 0.310  -0.143
C2 1.251 0.351 -1.747  -0.105
C3 1.711 -0.447 -0.825  -1.069
N1 -0.669 0.772 0.337  0.086
S1 1.010 -1.864 0.143  0.865
I1 3.445 0.173 0.218  0.898
H1 -0.940 -1.047 1.258  0.062
H2 -1.332 -1.013 -0.525  0.075
H3 1.925 0.934 -2.304  0.069
H4 0.251 0.271 -1.942  0.034
H5 -0.982 1.513 -0.361  0.177
H6 0.009 1.070 0.971  0.087
H7 1.202 -1.377 1.441  -0.037

Properties
Net charge: +1
Spin multiplicity: 1
LUMO energy, eV: -4.821
Total energy, eV: -23640.4802
HOMO level, eV: -13.25
Energy above the lowest of the compared OMol25 structures with the same formula, charge and spin, kcal per mole: 42.5
HOMO-LUMO gap, eV: 8.43

---

[4]
Computed, not measured: a molecular structure, C42H32F6N3O8PV, with the ωB97M-V functional and the def2-TZVPD basis.

Last column: Mulliken spin population.
Geometry (Å):
V1 0.534 0.490 -0.236  1.977
O1 -2.261 -1.536 -0.941  0.004
C1 -2.815 -1.484 0.358  0.000
C2 -1.702 -1.136 1.389  -0.010
O2 -1.716 -1.562 2.525  0.009
O3 -0.742 -0.399 0.914  0.020
C3 -3.397 -2.864 0.632  -0.001
C4 -3.979 -3.165 1.862  0.000
C5 -4.530 -4.415 2.091  0.000
C6 -4.517 -5.385 1.096  0.000
C7 -3.950 -5.087 -0.132  0.000
C8 -3.396 -3.834 -0.365  0.000
C9 -3.905 -0.402 0.428  0.002
C10 -3.632 0.871 0.923  0.000
C11 -4.610 1.857 0.921  0.000
C12 -5.871 1.587 0.414  0.000
C13 -6.152 0.321 -0.082  0.000
C14 -5.179 -0.667 -0.067  0.000
H1 -1.888 -0.673 -1.184  0.002
H2 -3.989 -2.418 2.642  0.000
H3 -4.973 -4.632 3.055  0.000
H4 -4.949 -6.361 1.279  0.000
H5 -3.938 -5.831 -0.921  0.000
H6 -2.955 -3.602 -1.323  0.000
H7 -2.656 1.115 1.320  0.001
H8 -4.371 2.836 1.318  0.000
H9 -6.633 2.356 0.410  0.000
H10 -7.136 0.097 -0.477  0.000
H11 -5.411 -1.653 -0.450  0.000
O4 4.298 1.017 5.766  0.000
C15 3.428 1.819 5.377  0.000
O5 2.968 2.848 5.898  0.001
C16 2.785 1.447 4.011  0.002
C17 3.334 0.437 3.230  -0.003
C18 2.776 0.143 2.003  0.015
N1 1.710 0.793 1.530  -0.072
C19 1.174 1.773 2.277  0.003
C20 1.674 2.122 3.514  0.002
C21 0.039 2.511 1.604  0.018
O6 -0.691 3.266 2.201  0.011
O7 -0.024 2.270 0.309  0.005
H12 4.194 -0.098 3.609  0.000
H13 3.188 -0.632 1.368  0.002
H14 1.230 2.926 4.084  0.000
N2 2.637 -1.484 -1.820  -0.021
P1 1.270 -1.915 -0.875  0.028
C22 0.415 -3.056 -1.986  0.007
C23 0.084 -2.600 -3.260  0.001
C24 -0.662 -3.399 -4.110  0.000
C25 -1.088 -4.653 -3.687  0.000
C26 -0.772 -5.102 -2.414  0.000
C27 -0.025 -4.304 -1.559  -0.001
C28 1.902 -2.978 0.452  -0.017
C29 2.924 -3.903 0.236  0.000
C30 3.394 -4.679 1.280  0.000
C31 2.836 -4.546 2.548  0.000
C32 1.811 -3.640 2.766  0.003
C33 1.345 -2.851 1.722  0.017
C34 3.142 -0.205 -1.822  0.019
C35 4.331 0.095 -2.500  -0.001
C36 4.824 1.376 -2.443  0.002
C37 4.148 2.348 -1.709  0.002
C38 2.986 1.981 -1.077  0.023
N3 2.474 0.737 -1.148  -0.036
H15 3.114 -2.153 -2.403  0.001
H16 0.386 -1.608 -3.573  -0.001
H17 -0.928 -3.034 -5.093  0.000
H18 -1.680 -5.273 -4.348  0.000
H19 -1.119 -6.070 -2.074  0.000
H20 0.199 -4.649 -0.557  0.000
H21 3.358 -4.017 -0.752  0.000
H22 4.196 -5.387 1.110  0.000
H23 3.209 -5.148 3.366  0.000
H24 1.379 -3.525 3.751  0.000
H25 0.561 -2.127 1.913  0.000
H26 4.847 -0.686 -3.042  0.000
H27 5.743 1.620 -2.960  0.000
H28 4.514 3.360 -1.627  0.000
H29 2.408 2.685 -0.493  0.001
C39 -1.926 2.443 -2.251  0.000
C40 -0.878 1.496 -2.838  -0.015
O8 -0.414 0.553 -1.949  -0.006
C41 -1.514 0.747 -4.037  0.002
F1 -2.158 1.575 -4.880  0.000
F2 -0.602 0.077 -4.776  0.000
F3 -2.404 -0.151 -3.609  0.000
C42 0.321 2.320 -3.366  0.005
F4 0.788 3.139 -2.410  0.000
F5 1.353 1.543 -3.744  0.000
F6 0.004 3.088 -4.426  0.000
H30 -2.840 1.881 -2.053  0.000
H31 -2.153 3.261 -2.933  0.000
H32 -1.548 2.833 -1.310  0.002

Properties
Net charge: -1
Spin multiplicity: 3
LUMO energy (spin up / spin down), eV: 1.709 / 1.710
Total energy, eV: -116214.7693
HOMO level (spin up / spin down), eV: -5.46 / -5.46
Energy above the lowest of the compared OMol25 structures with the same formula, charge and spin, kcal per mole: 0.0
HOMO-LUMO gap (spin up / spin down), eV: 7.17 / 7.17

---

[5]
Computed, not measured: a molecular structure, C22H34Cl4N3NdO6 at a distorted geometry, with the ωB97M-V functional and the def2-TZVPD basis.

Last column: Mulliken spin population.
Geometry (Å):
O1 -3.332 -0.060 2.065  0.000
C1 -3.622 -0.579 0.996  0.000
C2 -3.495 -2.010 0.633  0.000
C3 -2.352 -2.758 0.976  -0.001
H1 -1.391 -2.250 1.115  0.000
C4 -2.469 -4.140 1.049  0.000
H2 -1.621 -4.712 1.420  0.000
C5 -3.684 -4.750 0.682  0.000
H3 -3.828 -5.808 0.904  0.000
C6 -4.664 -4.017 0.018  0.000
H4 -5.549 -4.531 -0.369  0.000
C7 -4.536 -2.625 -0.079  0.000
H5 -5.201 -2.039 -0.707  0.000
H6 -3.831 0.093 0.147  0.000
C8 -1.737 1.198 -2.612  0.013
C9 -0.697 0.145 -2.439  -0.076
H7 -2.497 0.861 -3.331  -0.002
H8 -1.333 2.161 -2.944  0.000
H9 -2.289 1.426 -1.683  -0.004
C10 -0.981 -1.135 -2.745  0.047
C11 -1.226 -1.685 -4.135  -0.007
H10 -1.019 -1.939 -1.982  -0.001
H11 -2.093 -2.345 -4.151  0.002
H12 -0.361 -2.242 -4.531  0.002
H13 -1.401 -0.859 -4.827  0.000
Nd1 0.829 0.525 -0.664  3.038
Cl1 1.946 0.297 -3.110  -0.006
C12 4.001 0.918 -1.036  0.002
O2 3.085 1.626 -0.526  -0.003
N1 5.263 1.304 -1.184  0.000
C13 5.691 2.671 -0.888  0.000
C14 6.196 0.424 -1.891  0.000
H14 3.787 -0.091 -1.427  -0.001
H15 4.925 3.202 -0.320  0.000
H16 5.908 3.222 -1.813  0.000
H17 6.616 2.631 -0.305  0.000
H18 5.803 -0.595 -1.919  0.000
H19 7.145 0.423 -1.351  0.000
H20 6.340 0.766 -2.922  0.000
H21 -1.334 -1.229 5.073  0.000
H22 1.165 -0.711 4.925  0.000
C15 -1.338 -1.395 3.989  0.000
C16 1.105 -0.968 3.859  0.000
N2 -0.240 -0.667 3.373  0.000
H23 -2.284 -1.047 3.562  0.000
C17 -0.453 0.353 2.539  -0.001
O3 0.410 0.798 1.741  0.002
H24 1.843 -0.404 3.283  0.000
H25 -1.473 0.777 2.556  0.000
H26 -1.213 -2.466 3.776  0.000
H27 1.289 -2.043 3.756  0.000
H28 -0.180 6.102 -0.701  0.000
H29 -1.856 5.870 1.494  0.000
C18 -0.850 5.328 -1.098  0.000
C19 -2.306 5.050 0.922  0.000
N3 -1.342 4.479 -0.012  0.001
H30 -0.311 4.712 -1.817  0.000
C20 -0.823 3.274 0.184  0.001
O4 0.079 2.781 -0.549  -0.003
H31 -2.635 4.270 1.618  0.000
H32 -1.243 2.706 1.033  0.000
H33 -1.708 5.816 -1.575  0.000
H34 -3.172 5.440 0.379  0.000
Cl2 3.909 -3.585 -0.575  0.000
C21 2.617 -3.331 0.636  0.000
Cl3 1.371 -4.579 0.505  0.000
Cl4 3.350 -3.348 2.261  0.000
C22 1.935 -1.932 0.335  -0.003
O5 2.622 -0.891 0.530  0.001
O6 0.737 -1.882 -0.115  -0.003

Properties
Spin multiplicity: 4
LUMO energy (spin up / spin down), eV: -0.086 / -0.086
Total energy, eV: -105487.6508
HOMO level (spin up / spin down), eV: -5.23 / -5.24
HOMO-LUMO gap (spin up / spin down), eV: 5.14 / 5.15

---

[6]
Computed, not measured: C3H4FNS2 in the gas phase at a distorted geometry, with the ωB97M-V functional and the def2-TZVPD basis.

Last column: Löwdin charge in e.
Geometry (Å):
F1 -1.210 -1.066 1.178  -0.004
C1 -1.317 -1.090 -0.179  -0.264
C2 -1.157 -0.087 -0.963  -0.453
S1 -0.845 1.583 -0.343  0.892
C3 0.481 1.357 0.828  -0.613
N1 1.539 0.646 0.801  -0.415
S2 1.896 -0.385 -0.495  0.748
H1 -1.545 -2.131 -0.500  0.137
H2 -1.292 -0.260 -1.999  0.064
H3 0.368 2.056 1.633  0.055
H4 3.082 -0.622 0.040  -0.146

Properties
SMILES string: F/C=C\S/C=N\S
Spin multiplicity: 1
LUMO energy, eV: 0.685
Total energy, eV: -29051.9114
HOMO level, eV: -8.84
Energy above the lowest of the compared OMol25 structures with the same formula, charge and spin, kcal per mole: 26.1
HOMO-LUMO gap, eV: 9.53

---

Number 2 is which compound? C41H35CoN3O2P

---

Which of these has the lowest total energy? C42H32F6N3O8PV

---

Look up the total energy of the first one. -40398.5303 eV

---

spin multiplicity of number 1 (C16H19N3O4S)? 1